Entry from the Open Molecules 2025 dataset: a structure of composition C54H43BrN6O2P2S2Sn in a non-equilibrium geometry (ωB97M-V with the def2-TZVPD basis set).

Structure (XYZ):
```
111
C54H43BrN6O2P2S2Sn, DFT ωB97M-V with the def2-TZVPD basis set
Sn 1.39470 -0.36396 0.14079
O -0.04113 0.92624 1.62033
P -1.05940 2.02890 1.47853
C -2.32052 1.58896 0.22952
P -1.51085 1.45122 -1.40430
O -0.10139 0.92699 -1.27523
C -2.53911 0.34018 -2.39489
C -2.02929 -0.00525 -3.64696
C -2.78087 -0.79041 -4.50714
C -4.03826 -1.23947 -4.12094
C -4.54687 -0.89366 -2.87833
C -3.80567 -0.09446 -2.01683
C -1.56168 3.05851 -2.18687
C -0.39338 3.66077 -2.64070
C -0.46548 4.88112 -3.29333
C -1.69773 5.48827 -3.50120
C -2.86591 4.88182 -3.05331
C -2.80210 3.66285 -2.40281
C -0.33409 3.57991 0.94269
C -1.14664 4.70800 0.82523
C -0.59714 5.90928 0.41157
C 0.76222 5.98883 0.13433
C 1.57220 4.86659 0.25269
C 1.02518 3.66091 0.66059
C -1.92617 2.28701 3.03487
C -3.30390 2.18258 3.19093
C -3.86192 2.35996 4.45023
C -3.05023 2.64773 5.53743
C -1.67402 2.76039 5.37922
C -1.10900 2.58284 4.12745
H -3.11075 2.34050 0.19361
H -2.73448 0.61829 0.51040
H -1.06625 0.38697 -3.95898
H -2.40196 -1.01459 -5.49773
H -4.63499 -1.83305 -4.80140
H -5.53697 -1.21920 -2.58752
H -4.23340 0.19553 -1.06553
H 0.55802 3.17194 -2.47201
H 0.43730 5.36426 -3.64301
H -1.75022 6.43315 -4.02533
H -3.82303 5.35777 -3.21968
H -3.71235 3.17006 -2.07571
H -2.20212 4.64961 1.07023
H -1.22305 6.78667 0.31929
H 1.19685 6.93761 -0.15177
H 2.62955 4.94218 0.03390
H 1.64225 2.77639 0.77512
H -3.95194 1.96973 2.34953
H -4.93391 2.28469 4.57494
H -3.49642 2.80627 6.51046
H -1.04540 3.00922 6.22420
H -0.03897 2.68444 3.98274
S 0.05769 -1.41243 5.83907
C -0.29347 -2.02137 7.37319
C -0.92919 -3.27083 7.34740
C -1.12933 -3.72899 6.06488
C -0.64691 -2.84435 5.08318
C -0.64772 -3.00298 3.66336
C -0.00162 -2.04423 2.82368
N 0.08707 -2.16302 1.52901
C -0.46443 -3.24445 0.91722
C -1.13258 -4.25410 1.65209
C -1.65745 -5.40072 0.97063
C -1.52680 -5.53267 -0.36546
C -0.88131 -4.51460 -1.14126
C -0.73093 -4.61715 -2.52357
C -0.07727 -3.61059 -3.23608
C 0.40260 -2.49483 -2.48406
N 0.27498 -2.38431 -1.19384
C -0.35244 -3.36840 -0.49998
C 0.11025 -3.67684 -4.64761
C -0.37315 -4.64444 -5.54768
C -0.00605 -4.39948 -6.85249
C 0.77467 -3.24369 -6.97708
S 1.04975 -2.45680 -5.50748
C -1.22713 -4.10807 3.03695
H -0.02725 -1.44693 8.25138
H -1.21901 -3.80272 8.24314
H -1.60033 -4.67730 5.84676
H 0.44508 -1.15215 3.25335
H -2.14529 -6.16901 1.55729
H -1.89768 -6.41577 -0.87016
H -1.11556 -5.49703 -3.02535
H 0.90622 -1.67469 -2.98746
H -0.97469 -5.49567 -5.26038
H -0.27333 -5.02039 -7.69650
H 1.19244 -2.84449 -7.89262
H -1.75181 -4.86168 3.61154
N 6.17158 1.54602 2.98653
C 5.30229 0.53215 2.94693
C 4.19869 0.48645 2.04867
N 3.36008 -0.52616 2.05627
C 3.54888 -1.53784 2.90639
C 4.63680 -1.50511 3.77163
N 5.47341 -0.48999 3.78400
H 6.08713 2.35288 2.39805
H 6.94430 1.50413 3.63099
H 4.03200 1.28351 1.32756
H 2.85698 -2.37131 2.87278
H 4.84039 -2.31755 4.46066
Br 3.69326 -2.74182 -0.83277
C 4.15585 -1.23119 -1.90147
C 5.14885 -1.32685 -2.85605
C 5.45958 -0.17514 -3.56705
C 4.76636 0.99777 -3.29862
C 3.77537 0.97377 -2.33488
N 3.47355 -0.12874 -1.63803
H 5.66901 -2.25894 -3.02593
H 6.23879 -0.19664 -4.31720
H 5.00057 1.91374 -3.82260
H 3.18889 1.85288 -2.09022
```

Calculated values
total charge: +4
Kohn-Sham gap: 2.3238 eV
LUMO energy: -14.057 eV
energy above the lowest of the compared OMol25 structures with the same formula, charge and spin: 1.386 eV

Mulliken atomic charge list, values in e, 5 entries: Sn 2.24; O 0.33; P -0.02; C -1.64; P -0.18